# 1
71
Properties=species:S:1:pos:R:3:lowdin_charge:R:1 method="wB97M-V/def2-TZVPD" e_homo_ev=-8.6 orbital_gap_ev=8.99 charge=0 lumo_energy_ev=0.377 max_force_ev_per_a=1.3
C -1.84 -3.84 0.15 -0.115
C -0.66 -4.52 -0.56 -0.366
N 0.67 -3.98 -0.18 -0.114
Si 1.06 -2.53 -1.01 0.343
O 2.34 -1.76 -0.24 -0.345
Si 1.95 -0.61 0.91 0.564
C 2.08 -1.24 2.70 -0.145
C 1.69 -2.68 2.89 -0.565
O 0.74 -3.02 3.50 0.153
F 2.51 -3.55 2.30 0.104
C 3.01 0.96 0.78 -0.188
C 2.06 2.14 0.58 -0.427
C 2.14 2.93 -0.55 -0.137
C 1.22 3.97 -0.70 -0.068
C 0.24 4.20 0.26 -0.289
C -0.80 5.29 0.11 -0.048
C 0.19 3.41 1.40 -0.063
C 1.10 2.37 1.56 -0.129
P 1.65 -2.93 -3.15 0.595
O 1.44 -4.39 -3.42 -0.536
H -1.66 -2.80 0.41 0.053
H -2.70 -3.90 -0.52 0.022
H -2.11 -4.41 1.04 0.070
H -0.67 -5.57 -0.27 0.095
H -0.81 -4.50 -1.65 0.043
H 1.35 -4.69 -0.45 0.064
H -0.16 -1.71 -1.02 0.004
H 0.54 -0.25 0.71 0.031
H 3.06 -1.04 3.13 0.095
H 1.37 -0.64 3.28 0.087
H 3.56 1.06 1.72 0.078
H 3.71 0.90 -0.06 0.084
H 2.91 2.74 -1.29 0.013
H 1.28 4.59 -1.58 0.089
H -1.77 4.81 0.23 0.006
H -0.69 5.98 0.95 0.084
H -0.75 5.78 -0.86 0.079
H -0.57 3.57 2.16 0.117
H 1.02 1.77 2.46 0.108
H 2.97 -2.48 -3.38 -0.026
H 0.84 -2.10 -3.95 -0.026
C -5.18 3.63 0.16 -1.035
Cl -3.59 2.85 0.26 0.534
Cl -5.05 5.39 0.21 0.505
H -5.65 3.34 -0.78 0.030
H -5.78 3.30 0.99 -0.070
C 0.97 -7.50 -3.14 -1.042
Cl 1.75 -7.75 -1.57 0.505
Cl -0.05 -8.88 -3.59 0.479
H 0.36 -6.61 -3.09 -0.042
H 1.74 -7.38 -3.90 0.026
C 4.71 5.05 -2.80 -0.988
Cl 3.48 6.31 -2.94 0.515
Cl 4.04 3.45 -3.18 0.561
H 5.51 5.26 -3.50 0.024
H 5.08 5.03 -1.78 0.010
C -3.54 -7.18 -1.45 -0.977
Cl -2.41 -6.46 -2.61 0.569
Cl -4.50 -5.93 -0.65 0.540
H -4.21 -7.85 -1.99 0.026
H -2.98 -7.72 -0.70 0.032
C 4.26 5.76 2.26 -0.974
Cl 3.35 4.37 1.65 0.719
Cl 4.83 6.80 0.94 0.500
H 3.62 6.34 2.91 0.026
H 5.13 5.40 2.81 0.023
C -7.99 2.72 3.52 -1.003
Cl -8.12 3.54 1.96 0.542
Cl -6.54 1.72 3.61 0.518
H -7.95 3.47 4.30 0.027
H -8.86 2.09 3.65 0.025


# 2
58
Properties=species:S:1:pos:R:3:lowdin_charge:R:1 method="wB97M-V/def2-TZVPD" e_homo_ev="-13.8 / -13.8" orbital_gap_ev="6.48 / 6.48" charge=+2 lumo_energy_ev="-7.282 / -7.283" max_force_ev_per_a=6.9
C 2.29 0.13 -3.71 -0.055
C 3.56 -0.43 -3.20 -0.222
H 2.40 1.19 -4.05 0.122
H 1.79 -0.47 -4.51 0.120
C 3.79 -0.99 -1.93 -0.286
C 2.90 -1.17 -0.87 0.186
H 2.57 -0.31 -0.21 0.132
H 2.63 -2.19 -0.50 0.102
C 4.69 -0.35 -4.19 -0.030
H 4.32 0.07 -5.11 0.082
H 5.11 -1.35 -4.39 0.108
H 5.48 0.31 -3.79 0.109
C 5.20 -1.53 -1.68 -0.025
H 5.95 -0.73 -1.76 0.103
H 5.43 -2.39 -2.33 0.100
H 5.18 -1.89 -0.63 0.088
Zn -1.64 0.51 1.37 0.818
O -0.49 0.18 -0.07 -0.104
C -0.22 -0.94 -0.69 -0.367
O -1.99 -1.44 1.60 0.120
C -1.49 -2.30 0.98 -0.426
O -1.72 -3.62 1.15 0.098
N -0.52 -2.18 -0.07 0.071
C -1.00 -4.42 0.18 -0.067
C -0.08 -3.48 -0.56 -0.088
H -1.75 -4.82 -0.54 0.155
H -0.48 -5.20 0.68 0.133
H -0.16 -3.55 -1.64 0.133
H 0.98 -3.64 -0.27 0.132
C 0.51 -1.00 -1.89 -0.075
C 0.85 0.39 -2.48 -0.079
H 0.85 -1.86 -2.40 0.090
H 1.27 1.17 -1.77 0.106
H -0.01 0.75 -3.15 0.115
C -0.30 2.78 2.73 -0.048
N -1.17 1.64 3.03 -0.354
C -0.56 0.78 4.05 -0.063
C -2.55 2.08 3.46 -0.139
C -3.28 2.73 2.28 -0.139
N -3.24 1.83 1.06 -0.331
C -4.42 0.94 0.98 -0.063
C -3.13 2.64 -0.18 -0.051
H -0.13 3.39 3.65 0.121
H -0.73 3.43 1.95 0.090
H 0.67 2.41 2.38 0.102
H -0.43 1.33 5.00 0.115
H -1.19 -0.10 4.22 0.096
H 0.43 0.45 3.70 0.105
H -3.09 1.20 3.81 0.130
H -2.45 2.81 4.29 0.148
H -4.35 2.89 2.55 0.147
H -2.84 3.69 2.02 0.117
H -5.34 1.54 0.86 0.113
H -4.31 0.27 0.13 0.096
H -4.50 0.34 1.90 0.105
H -4.06 3.22 -0.33 0.113
H -2.29 3.32 -0.10 0.090
H -2.98 1.96 -1.04 0.104